(1)
Computed, not measured: 3 unconnected molecules or ions with the total composition H7O3 in a non-equilibrium geometry, with ωB97M-V with the def2-TZVPD basis set.

E_HOMO = -16.8 eV
F_max = 0.084 hartree/bohr
HOMO-LUMO gap = 13.135 eV
Electronic energy = -6248.684 eV

Structure (ORCA input):
```
! RIJCOSX wB97M-V def2-TZVPD def2/J DEFGRID3
* xyz 1 1
O -0.18626 -0.14725 -1.87064
H 0.07655 -1.04445 -2.13360
H -0.18943 0.22106 -2.82320
O -0.64344 -0.14529 2.02484
H -1.46451 0.20377 2.45879
H -0.61603 -1.03703 2.40111
O 0.99799 0.32160 0.01021
H 0.16536 0.07728 0.49985
H 0.61631 0.38760 -0.90775
H 1.24346 1.16271 0.34040
*
```

=====

(2)
Computed, not measured: C5H8N2O3S2 in the gas phase in a non-equilibrium geometry, with ωB97M-V with the def2-TZVPD basis set.

E_HOMO = -9.0 eV
F_max = 0.081 hartree/bohr
HOMO-LUMO gap = 8.626 eV
Electronic energy = -36102.006 eV

Structure (ORCA input):
```
! RIJCOSX wB97M-V def2-TZVPD def2/J DEFGRID3
* xyz 0 1
C -0.79254 0.23012 0.42493
C -2.16263 0.15597 0.27905
C -1.07948 1.20078 -1.84136
C 1.23519 0.81798 -0.95237
C -0.34489 -1.83469 2.33303
N -0.22824 0.80416 -0.72665
N -3.22920 -0.20352 1.02706
O -3.06267 -0.80605 2.06715
O -4.32564 0.12790 0.59610
O -3.03523 2.66955 -0.65516
S 0.27395 -0.27547 1.66378
S -2.83908 1.34021 -1.19733
H -0.81755 2.16144 -2.34409
H -1.08118 0.48225 -2.62296
H 1.62735 1.75496 -0.99248
H 1.82583 0.24071 -0.24010
H 1.41408 0.36592 -1.89116
H -1.01045 -1.67214 3.25923
H 0.58062 -2.20689 2.90788
H -0.80239 -2.59427 1.58830
*
```

=====

(3)
Computed, not measured: a molecular structure, C33H28Cl2N2O3Ru, with ωB97M-V with the def2-TZVPD basis set.

E_HOMO (spin up / spin down) = -10.8 / -10.9 eV
F_max = 0.012 hartree/bohr
HOMO-LUMO gap (spin up / spin down) = 6.847 / 6.499 eV
Expectation value of S² = 0.7660
Electronic energy = -71421.283 eV

Structure (ORCA input):
```
! RIJCOSX wB97M-V def2-TZVPD def2/J DEFGRID3
* xyz 1 2
Ru 0.06290 0.19418 0.26040
Cl -0.73734 -6.89225 1.01381
C -0.89969 -5.17956 0.83976
C -2.04961 -4.53983 1.34599
C -2.20057 -3.18855 1.22385
C -1.20674 -2.38053 0.61575
O -1.40988 -1.09919 0.59032
C -0.06630 -3.03994 0.07845
C 0.92329 -2.38210 -0.69121
N 1.01679 -1.09730 -0.87344
C 1.90602 -0.51912 -1.80669
C 2.38809 -1.13443 -2.92796
C 3.26604 -0.44333 -3.78865
C 3.62306 0.85041 -3.53460
C 3.09838 1.52226 -2.40490
C 3.37024 2.87483 -2.10158
C 2.78223 3.45044 -1.01335
C 1.90585 2.68635 -0.22371
N 1.64005 1.42336 -0.46421
C 2.23149 0.82782 -1.54614
C 0.05623 -4.44896 0.20622
H -2.81213 -5.13598 1.82942
H -3.08447 -2.68986 1.59798
H 1.65036 -3.00828 -1.20360
H 2.07609 -2.13931 -3.17916
H 3.64224 -0.94737 -4.66791
H 4.28642 1.38425 -4.20221
H 4.03269 3.44251 -2.74269
H 2.95906 4.48367 -0.75280
H 1.41457 3.13809 0.62802
H 0.92473 -4.94205 -0.21229
C 1.69563 -2.59847 3.61481
C 1.95555 -1.13677 3.26522
C 2.81447 -0.46402 4.34134
C 0.68580 -0.33833 3.03157
C 0.76187 0.93263 2.44538
C -0.40360 1.67132 2.16296
C -1.66460 1.17467 2.50114
C -2.90572 1.91572 2.11288
C -1.71785 -0.03242 3.20261
C -0.57880 -0.77459 3.44783
H 2.64063 -3.13893 3.65929
H 1.06031 -3.08915 2.87362
H 1.22134 -2.69635 4.59332
H 2.51555 -1.11466 2.32224
H 2.25687 -0.38285 5.27643
H 3.12723 0.53830 4.04731
H 3.71109 -1.05340 4.53274
H 1.73501 1.36798 2.25058
H -0.33186 2.66711 1.74244
H -3.10913 1.75454 1.05068
H -2.79279 2.98848 2.26918
H -3.76788 1.56911 2.67885
H -2.68028 -0.41561 3.51731
H -0.67483 -1.72583 3.95352
Cl -5.06165 4.33020 -5.26637
C -4.00940 3.31808 -4.33763
C -3.63927 2.07905 -4.83966
C -2.79735 1.27389 -4.09302
C -2.32555 1.70631 -2.85878
C -2.70768 2.95104 -2.36791
C -3.55318 3.76185 -3.10545
C -1.41222 0.80715 -2.09488
O -1.16618 -0.32875 -2.45179
O -0.95970 1.34121 -0.97075
H -4.01171 1.75588 -5.80145
H -2.49831 0.30013 -4.45548
H -2.34123 3.28544 -1.40736
H -3.86070 4.72988 -2.73558
*
```

=====

(4)
Computed, not measured: a molecular structure, C20H25AsN2O3Pt, with ωB97M-V with the def2-TZVPD basis set.

E_HOMO = -7.8 eV
F_max = 0.007 hartree/bohr
HOMO-LUMO gap = 7.904 eV
Electronic energy = -94354.797 eV

Structure (ORCA input):
```
! RIJCOSX wB97M-V def2-TZVPD def2/J DEFGRID3
* xyz 0 1
Pt 0.41430 0.43490 0.88270
O 3.69107 2.50415 -1.39277
C 2.92772 3.53101 -1.82807
C 3.56127 4.50971 -2.59290
C 2.85118 5.59084 -3.07158
C 1.49167 5.72024 -2.79795
C 0.85995 4.75132 -2.04711
C 1.55508 3.64356 -1.55398
C 0.83409 2.62283 -0.76291
O 1.57277 1.72024 -0.14339
N -0.46243 2.65638 -0.71455
N -0.95367 1.65987 0.11600
C -2.19852 1.66007 0.42268
C -2.81806 0.73207 1.33707
C -4.17762 0.96779 1.62741
C -4.88150 0.20433 2.52186
C -4.21875 -0.84657 3.16934
C -2.89881 -1.11076 2.90646
C -2.15290 -0.34486 1.98277
O -0.91493 -0.73645 1.77586
H 3.11909 1.95007 -0.82546
H 4.61803 4.39280 -2.79274
H 3.36002 6.34341 -3.66061
H 0.93560 6.57061 -3.16812
H -0.19527 4.82431 -1.82419
H -2.81132 2.43789 -0.02596
H -4.66790 1.79003 1.11860
H -5.92213 0.41254 2.72670
H -4.74993 -1.45907 3.88744
H -2.38360 -1.92622 3.39783
C 1.12946 -1.09258 4.46163
C 1.61235 -1.96658 3.30993
As 2.14721 -0.93377 1.75693
C 2.85425 -2.27820 0.54507
C 1.74001 -3.09048 -0.10763
C 3.74151 0.05738 2.28053
C 3.43156 1.42184 2.88905
H 0.74842 -1.70993 5.27604
H 0.32521 -0.43437 4.13118
H 1.93447 -0.47715 4.86459
H 0.80454 -2.61267 2.96254
H 2.45392 -2.60029 3.59704
H 3.53737 -2.91535 1.11102
H 3.44491 -1.74500 -0.20163
H 1.22895 -3.72111 0.62117
H 2.13871 -3.74070 -0.88672
H 0.99423 -2.43556 -0.56009
H 4.33254 0.17110 1.36921
H 4.31976 -0.57095 2.96173
H 2.82056 2.01659 2.20986
H 4.35476 1.96930 3.08284
H 2.89252 1.33085 3.83168
*
```

=====

(5)
Computed, not measured: C3H5N5 in the gas phase in a non-equilibrium geometry, with ωB97M-V with the def2-TZVPD basis set.

E_HOMO = -9.8 eV
F_max = 0.110 hartree/bohr
HOMO-LUMO gap = 8.916 eV
SMILES = NCc1ncnnn1
Electronic energy = -10638.247 eV

Structure (ORCA input):
```
! RIJCOSX wB97M-V def2-TZVPD def2/J DEFGRID3
* xyz 0 1
C 1.26499 -0.71149 -0.02486
C -0.18801 -0.46694 0.08878
C -1.86661 1.11789 0.13640
H 1.93376 1.16566 -0.74939
H 2.69447 0.79595 0.87318
H 1.71867 -1.29939 0.82502
H 1.28754 -1.51399 -0.72868
H -2.41016 1.99418 -0.10591
N 2.25438 0.30986 -0.21959
N -0.55453 0.90005 0.06012
N -2.76536 0.16378 -0.11391
N -2.34676 -1.05316 -0.19886
N -1.02238 -1.40238 0.15768
*
```

=====

(6)
Computed, not measured: C3H6N2S in the gas phase in a non-equilibrium geometry, with ωB97M-V with the def2-TZVPD basis set.

E_HOMO = -8.5 eV
F_max = 0.055 hartree/bohr
HOMO-LUMO gap = 9.216 eV
SMILES = C=CNC(N)=S
Electronic energy = -17022.928 eV

Structure (ORCA input):
```
! RIJCOSX wB97M-V def2-TZVPD def2/J DEFGRID3
* xyz 0 1
C 0.62881 -0.92142 0.50036
C -0.17956 1.30083 -0.14910
C -1.20677 2.07191 -0.53300
H 0.70404 -2.66273 -0.67043
H 1.28117 -2.73572 0.87681
H -0.45084 -0.49041 -1.25909
H 0.44293 1.51164 0.76361
H -1.42442 2.98017 -0.01027
H -1.85619 1.61777 -1.19962
N 0.75750 -2.24870 0.19875
N 0.09620 -0.02129 -0.50810
S 1.20714 -0.40205 1.99006
*
```

=====

(7)
Computed, not measured: C5H9NO4 in the gas phase in a non-equilibrium geometry, with ωB97M-V with the def2-TZVPD basis set.

E_HOMO = -10.0 eV
F_max = 0.067 hartree/bohr
HOMO-LUMO gap = 10.242 eV
SMILES = CN[C@](C=O)(OC)C(=O)O
Electronic energy = -15008.629 eV

Structure (ORCA input):
```
! RIJCOSX wB97M-V def2-TZVPD def2/J DEFGRID3
* xyz 0 1
C 1.04867 0.28088 1.63731
C -1.12905 0.79648 1.01532
C 1.55772 0.25077 -1.53927
C -1.47579 -1.81028 -0.25534
C -0.01613 0.08879 0.34858
N 0.49790 0.88491 -0.76979
O -1.86919 0.17390 1.73193
O 1.09768 -0.54825 2.48527
O -1.07629 2.14519 1.00648
O -0.20989 -1.27075 0.01074
H 1.64022 1.28570 1.57269
H 2.02325 0.95825 -2.38504
H 2.43230 -0.10286 -0.99699
H 1.20308 -0.73713 -2.06076
H -2.16137 -1.73040 0.55491
H -1.14167 -2.81103 -0.69296
H -1.96614 -1.41565 -1.07331
H -0.21171 2.44004 0.73846
H -0.24359 1.12145 -1.32823
*
```

=====

(8)
Computed, not measured: a molecular structure, C30H39FHfNO2S4Si in a non-equilibrium geometry, with ωB97M-V with the def2-TZVPD basis set.

E_HOMO = -4.5 eV
F_max = 0.033 hartree/bohr
HOMO-LUMO gap = 7.047 eV
Electronic energy = -92578.334 eV

Structure (ORCA input):
```
! RIJCOSX wB97M-V def2-TZVPD def2/J DEFGRID3
* xyz -1 1
Hf -0.60741 -18.69452 -4.30209
O -5.79614 -20.87679 -0.25021
C -4.89814 -20.52889 -0.97844
S -3.34071 -21.34048 -0.99301
C -2.67751 -20.44679 -2.36120
C -3.45080 -19.54378 -2.99901
S -3.13200 -18.60544 -4.45704
S -5.02775 -19.26728 -2.19629
S -1.03030 -20.75128 -2.87413
C 1.12887 -20.52456 -7.56041
C 0.66560 -21.64388 -6.59842
C -0.81892 -21.50038 -6.28664
C 1.51232 -21.82007 -5.31430
C 1.90674 -23.10703 -4.98518
C 2.50982 -23.38262 -3.78207
C 2.76896 -22.38897 -2.88443
C 2.40623 -21.06688 -3.11451
C 2.81139 -20.11280 -1.99299
C 4.21549 -19.54696 -2.14271
C 1.82584 -18.97406 -1.55683
C 1.81669 -20.80276 -4.37572
N 1.40290 -19.47997 -4.68054
C 2.42113 -18.68968 -5.19691
C 3.69168 -19.12633 -5.67594
C 4.62381 -18.22978 -6.19452
C 4.33316 -16.88007 -6.29706
C 3.11815 -16.42209 -5.83320
C 2.23414 -17.30273 -5.26871
F 1.09611 -16.86971 -4.67029
H 0.52744 -20.62686 -8.47727
H 2.20862 -20.68400 -7.80940
H 1.02428 -19.49570 -7.23025
H 0.81746 -22.56396 -7.16201
H -1.08233 -20.41704 -6.33522
H -1.19427 -21.91335 -5.33306
H -1.37869 -21.91855 -7.10689
H 1.70494 -23.91100 -5.68258
H 2.77419 -24.43106 -3.54985
H 3.20930 -22.62481 -1.91237
H 2.86317 -20.73229 -1.12240
H 4.32302 -18.87992 -3.01811
H 4.95146 -20.34731 -2.22125
H 4.39906 -18.86712 -1.30570
H 1.96348 -18.10646 -2.16804
H 2.05881 -18.71225 -0.49695
H 0.80144 -19.27735 -1.53797
H 3.95396 -20.16255 -5.55522
H 5.53204 -18.56604 -6.60017
H 5.05192 -16.20894 -6.76726
H 2.80483 -15.39209 -5.82546
C -2.55373 -15.91765 -8.97711
C -1.34298 -15.59383 -8.09819
C -0.02432 -15.51916 -8.89311
C -1.67499 -14.28042 -7.33070
C -1.10393 -16.74809 -7.11053
C -0.92878 -17.65175 -6.29973
H -2.73886 -15.11529 -9.69644
H -3.42967 -16.05099 -8.34834
H -2.33931 -16.83640 -9.54838
H -0.07608 -14.75911 -9.65253
H 0.13816 -16.48070 -9.42652
H 0.79848 -15.31802 -8.20923
H -1.88178 -13.45734 -8.00306
H -0.85299 -14.09257 -6.63444
H -2.55989 -14.42768 -6.73554
C 0.34991 -15.18283 -1.42086
Si -1.04679 -16.35307 -1.62923
C -1.19974 -17.42079 -0.12751
C -2.69150 -15.65143 -2.09759
O -0.60135 -17.33819 -2.90723
H 1.23102 -15.73921 -1.75984
H 0.48694 -14.95924 -0.35715
H 0.30697 -14.27732 -2.01310
H -1.74127 -16.94367 0.68489
H -0.24220 -17.82396 0.19316
H -1.84792 -18.22951 -0.46015
H -2.90852 -14.68863 -1.62860
H -3.42635 -16.40211 -1.70761
H -2.74623 -15.51163 -3.16188
*
```

=====

(9)
Computed, not measured: 2 unconnected molecules or ions with the total composition C5H6O in a non-equilibrium geometry, with ωB97M-V with the def2-TZVPD basis set.

E_HOMO = -8.2 eV
F_max = 0.040 hartree/bohr
HOMO-LUMO gap = 8.935 eV
Electronic energy = -7324.888 eV

Structure (ORCA input):
```
! RIJCOSX wB97M-V def2-TZVPD def2/J DEFGRID3
* xyz 0 1
C -1.82163 -0.65434 0.80092
C -0.51389 -0.29061 0.13216
C 0.70166 -0.04589 0.39428
C 1.98516 0.28896 0.22595
C 0.34955 0.64789 -1.52019
O 0.08452 1.76513 -1.78463
H -1.76484 -0.59472 1.90235
H -2.15614 -1.66885 0.54931
H -2.60382 0.04274 0.48421
H 2.68137 -0.52946 0.12719
H 2.34859 1.18589 0.71049
H 0.90539 -0.06743 -2.13696
*
```

=====

Sequential energy relative to the best compared isomer or geometry (same formula, charge and spin) output: 17.0; 32.4; 18.9; 0.0; 106.7; 25.7; 83.4; 0.0; 101.4 kcal/mol